# C56H154N14O14

A 14-piece molecular cluster, C56H154N14O14 overall in a non-equilibrium geometry (wB97M-V/def2-TZVPD, the Open Molecules 2025 dataset).

Its net charge is +1. As for the spin multiplicity: 2. The calculated total energy comes out at -110072.4689 eV. The value obtained for the molar mass is 1247.932 g mol⁻¹. The orbital gap (alpha / beta) is 8.0 / 2.4 eV. As for the energy relative to the best compared isomer or geometry (same formula, charge and spin): 100.8 kcal per mole.

Each line ends with the Löwdin spin population.
Positions of all 238 atoms, in Å:
O1 -0.9071 -6.7351 0.9803  0.00
O2 -6.0727 4.8921 -3.1790  0.00
O3 1.5116 3.0560 2.1933  0.00
O4 -2.3719 6.5361 2.0600  0.00
O5 4.3457 -1.9941 -7.4292  0.03
O6 -3.5652 0.6929 5.2173  0.00
O7 4.2931 -6.5250 -1.4267  0.00
O8 2.1017 1.8064 -3.4653  0.00
O9 0.3196 5.3678 -3.1201  0.00
O10 -1.1096 -4.9235 -3.3501  0.14
O11 -2.5222 -3.3905 5.8449  0.00
O12 0.6105 -1.2154 -0.5016  0.00
O13 -5.6499 -3.9993 3.0704  0.00
O14 5.1884 -3.5816 3.6546  0.00
N1 -1.2138 0.5516 2.1316  0.00
N2 3.9239 3.4473 -2.7186  0.00
N3 -6.3976 2.7432 -1.3055  0.00
N4 1.0106 6.8604 -6.4897  0.00
N5 2.5519 -2.7734 4.3200  0.00
N6 5.0569 -2.8848 -1.3645  0.00
N7 0.9271 -5.3126 2.9545  0.00
N8 -3.4539 -2.4255 2.1186  0.00
N9 2.2907 -4.7190 -4.2525  0.52
N10 2.9359 0.2313 -6.2740  0.01
N11 1.9168 6.7829 2.1598  0.00
N12 -2.0682 9.2064 2.8183  0.00
N13 -6.2147 2.8915 3.2821  0.00
N14 0.4673 -1.1391 5.5163  0.00
C1 -6.4472 1.9701 5.5486  0.00
C2 0.5754 -4.8827 -5.8953  0.02
C3 -1.3212 -3.8670 -2.4691  0.01
C4 -5.3973 2.3116 4.4059  0.00
C5 -0.7857 -1.4139 7.5604  0.00
C6 2.5205 -1.2194 -4.4123  0.00
C7 -2.2424 8.8775 1.3845  0.00
C8 -1.5168 9.9671 0.6096  0.00
C9 1.9179 -6.6014 1.0013  0.00
C10 1.0326 -5.4894 1.4900  0.00
C11 -5.8416 -2.7418 2.2440  0.00
C12 -5.1610 3.4225 -1.6672  0.00
C13 1.9880 4.3630 2.4962  0.00
C14 4.5710 -4.1865 -1.8499  0.00
C15 0.2434 6.2634 -4.2311  0.00
C16 0.1216 -0.8863 0.7544  0.00
C17 3.9478 2.2419 -1.9787  0.00
C18 -1.7147 -2.3089 5.3505  0.00
C19 -0.9467 5.1171 -2.4443  0.00
C20 4.2903 -3.1091 2.6567  0.00
C21 5.1254 -4.3302 -3.3256  0.00
C22 3.2075 -2.1931 3.1919  0.00
C23 0.1578 -5.3649 -3.4037  0.08
C24 0.6784 1.7959 -3.7230  0.00
C25 -4.4895 -3.6673 0.2568  0.00
C26 -6.1960 5.4302 -4.4876  0.00
C27 -6.7415 -4.3814 3.7816  0.00
C28 -0.2986 -5.5336 0.6852  0.00
C29 -4.6090 -2.5680 1.3186  0.00
C30 -2.6145 1.6944 5.5979  0.00
C31 2.7632 6.3984 -5.0929  0.00
C32 -1.9174 7.4371 1.0987  0.00
C33 4.6389 2.3750 -0.5743  0.00
C34 4.6791 -7.6825 -0.6706  0.00
C35 3.9987 -2.5047 -8.7331  0.00
C36 1.6722 -2.1179 -0.5578  0.00
C37 6.0247 -4.6383 3.2722  0.00
C38 1.7730 5.5099 0.1930  0.00
C39 -0.3113 1.5142 -0.0184  0.00
C40 1.3706 5.5028 1.6523  0.00
C41 -3.9207 2.5131 -1.3458  0.00
C42 0.8689 -4.5329 -4.4571  0.10
C43 -2.8628 5.3297 1.5473  0.00
C44 1.3446 5.9726 -5.3674  0.00
C45 -5.1802 3.9509 -3.0465  0.00
C46 -4.4554 1.1608 4.0558  0.00
C47 -0.8090 0.2416 0.7946  0.00
C48 -0.3823 -2.0914 6.2617  0.00
C49 3.3765 -2.1448 -6.4718  0.02
C50 3.8582 -0.9654 3.6682  0.00
C51 -2.0349 -4.7868 5.7444  0.00
C52 4.6920 -5.3239 -0.7580  0.00
C53 3.4923 -0.8820 -5.5252  0.01
C54 2.5064 1.8134 -2.0027  0.00
C55 -2.3310 -6.8298 0.7976  0.00
C56 2.1436 2.1096 3.1266  0.00
H1 -0.9975 -4.8840 6.0646  0.00
H2 -5.4304 3.1154 -3.7003  0.00
H3 2.3718 -2.2078 -6.8899  0.00
H4 -0.6741 5.9330 -4.7182  0.00
H5 -0.5847 -3.0690 -2.5631  0.01
H6 2.5578 -2.0147 2.3351  0.00
H7 -3.4095 -3.1947 2.7717  0.00
H8 -2.5747 -6.4344 -0.1885  0.00
H9 -1.8666 2.0741 4.9018  0.00
H10 -2.1361 4.7818 0.9474  0.00
H11 -6.8076 -2.9604 1.7889  0.00
H12 -3.3052 9.0087 1.1813  0.00
H13 -1.4690 4.3611 -3.0306  0.00
H14 -3.6904 -1.6406 2.7086  0.00
H15 -0.8527 4.7023 -1.4407  0.00
H16 4.5009 -0.7983 -5.1206  0.00
H17 1.2564 4.9223 -5.6454  0.00
H18 0.2966 0.7827 -3.5975  0.00
H19 3.4880 4.2310 -2.2539  0.00
H20 4.5321 -8.5300 -1.3400  0.00
H21 1.4321 -7.5387 1.2725  0.00
H22 4.7637 -2.1274 -1.9649  0.00
H23 -2.3725 -1.4415 5.4051  0.00
H24 -1.3390 -4.0998 -1.4044  0.01
H25 0.5575 -5.2703 -2.3941  0.00
H26 1.1649 -0.7069 6.1051  0.00
H27 0.4589 -6.1360 3.3050  0.00
H28 -4.1411 -4.5833 0.7340  0.00
H29 4.1433 -5.1137 0.1601  0.00
H30 2.7172 -2.1933 -3.9641  0.00
H31 0.0035 -5.3821 -0.3511  0.00
H32 1.0144 5.7302 -0.5580  0.00
H33 -3.6558 5.4599 0.8109  0.00
H34 1.9783 2.4269 4.1563  0.00
H35 -5.7852 3.8051 3.2512  0.00
H36 2.7489 -0.5443 -3.5877  0.00
H37 -1.0760 -2.2222 8.2316  0.00
H38 2.3004 -3.7222 4.0817  0.00
H39 -2.2153 7.1359 0.0944  0.00
H40 -1.0021 -4.7123 0.8214  0.00
H41 -1.1070 2.2582 -0.0567  0.00
H42 0.9165 -5.8444 -6.2785  0.00
H43 4.2883 -7.7771 0.3425  0.00
H44 1.7538 6.7396 3.1556  0.00
H45 -6.1185 -1.8446 2.7976  0.00
H46 1.1806 7.8535 -6.4191  0.00
H47 0.2894 5.5098 1.7902  0.00
H48 -1.6244 9.6453 -0.4262  0.00
H49 2.9712 0.9994 -5.6191  0.00
H50 3.1892 3.2785 -3.3908  0.00
H51 5.6474 2.7708 -0.6939  0.00
H52 -1.5523 6.0233 -2.4380  0.00
H53 -5.1318 4.2315 -0.9373  0.00
H54 3.2842 5.7580 -4.3811  0.00
H55 -2.6469 -7.8719 0.7498  0.00
H56 1.0994 -1.6749 4.9388  0.00
H57 6.0644 -2.8616 -1.4308  0.00
H58 4.9809 -5.3425 -3.7029  0.00
H59 0.9886 -0.7150 1.3924  0.00
H60 -0.4844 0.9884 2.6767  0.00
H61 -0.8892 7.2355 0.7986  0.00
H62 4.2316 2.8819 0.3005  0.00
H63 5.7657 -7.6443 -0.5922  0.00
H64 -2.1593 -5.2186 4.7514  0.00
H65 4.4346 1.4946 -2.6053  0.00
H66 -1.6354 -0.1503 0.2017  0.00
H67 -3.0843 3.2059 -1.2531  0.00
H68 -6.0483 2.4603 2.3841  0.00
H69 1.9247 2.4461 -1.3323  0.00
H70 -3.7416 1.9825 -2.2809  0.00
H71 4.3582 -0.3482 2.9217  0.00
H72 3.6711 -3.0139 -5.8837  0.01
H73 4.7441 -3.4770 -3.8866  0.00
H74 0.5542 1.8891 0.5279  0.00
H75 0.5499 -3.5079 -4.2684  0.00
H76 0.2259 -2.9839 6.4090  0.00
H77 3.0761 4.3996 2.4447  0.00
H78 2.7790 -6.7042 1.6617  0.00
H79 0.6464 2.1034 -4.7683  0.00
H80 3.5205 -3.4841 -8.7377  0.00
H81 -4.2092 4.2785 -3.4178  0.00
H82 -3.8830 1.3661 3.1512  0.00
H83 -7.0530 -3.5936 4.4675  0.00
H84 2.4622 -5.7141 -4.2736  0.02
H85 3.3876 -1.7748 -9.2640  0.00
H86 -1.4085 -2.5276 4.3275  0.00
H87 2.7104 7.3903 -4.6442  0.00
H88 4.7776 1.3978 -0.1116  0.00
H89 6.6519 -4.5794 2.3827  0.00
H90 3.3145 6.2269 -6.0174  0.00
H91 3.2258 2.1073 2.9966  0.00
H92 4.5736 -1.1711 4.4644  0.00
H93 -6.4843 4.7464 -5.2860  0.00
H94 5.7629 -5.4526 -0.6002  0.00
H95 2.6795 6.0138 -0.1423  0.00
H96 -2.0980 1.3208 6.4821  0.00
H97 1.6528 -4.6221 1.2636  0.00
H98 -0.4591 -1.7536 1.0688  0.00
H99 -2.3863 8.4114 3.3539  0.00
H100 3.8423 -3.8897 2.0418  0.00
H101 4.8717 -2.5164 1.9506  0.00
H102 1.8776 4.5256 3.5683  0.00
H103 -0.5078 -4.9302 -6.0073  0.00
H104 -7.2060 3.3362 -1.4278  0.00
H105 2.3663 -2.2081 0.2777  0.00
H106 3.5462 0.4497 -7.0486  0.00
H107 -5.9244 1.8476 6.4971  0.00
H108 1.5068 6.5948 -7.3284  0.00
H109 -7.6609 -4.5646 3.2255  0.00
H110 3.2431 -2.7712 5.0565  0.00
H111 -4.8223 -1.6718 0.7360  0.00
H112 -4.8049 3.1768 4.7033  0.00
H113 6.2117 -4.3470 -3.4138  0.00
H114 0.0591 -6.4159 -3.6752  0.01
H115 2.2212 -6.4824 -0.0389  0.00
H116 3.1721 -0.2344 4.0958  0.00
H117 -6.5634 -5.3881 4.1598  0.00
H118 1.4245 -3.1576 -0.7716  0.00
H119 5.4774 -5.5804 3.3039  0.00
H120 -2.3328 -3.4641 -2.5179  0.00
H121 3.4921 -4.0836 -1.9667  0.00
H122 2.6176 -4.2911 -3.3980  0.01
H123 -0.0509 -0.7997 8.0809  0.00
H124 -3.1874 2.4604 6.1205  0.00
H125 0.2803 -4.5552 3.1223  0.00
H126 2.0616 4.4912 -0.0660  0.00
H127 4.8271 -2.6070 -9.4340  0.00
H128 -1.5737 -0.7017 7.3156  0.00
H129 1.6674 1.1394 2.9852  0.00
H130 -1.0598 9.1922 2.8730  0.00
H131 -2.8195 -6.3519 1.6467  0.00
H132 0.0992 7.2996 -3.9254  0.00
H133 -1.5768 -0.2245 2.6663  0.00
H134 -7.1160 1.1923 5.1798  0.00
H135 -1.8452 11.0036 0.6860  0.00
H136 -4.0987 1.7936 -0.5466  0.00
H137 -3.2821 4.5713 2.2083  0.00
H138 -0.4628 10.0527 0.8740  0.00
H139 2.3954 0.7368 -1.8737  0.00
H140 2.8969 6.9416 1.9747  0.00
H141 -2.6410 -5.4779 6.3301  0.00
H142 2.2060 -1.8806 -1.4781  0.00
H143 1.0999 -4.2270 -6.5904  0.00
H144 -5.4323 -3.8138 -0.2702  0.00
H145 -5.0766 0.3164 3.7570  0.00
H146 6.7119 -4.7765 4.1068  0.00
H147 -6.4762 1.8609 -1.7908  0.00
H148 0.1432 2.5123 -3.0998  0.00
H149 1.4715 -0.9629 -4.5604  0.00
H150 -7.2111 2.7375 5.6737  0.00
H151 -6.9140 6.2493 -4.5283  0.00
H152 -3.7890 -3.4593 -0.5520  0.00
H153 -0.0961 1.3004 -1.0653  0.00
H154 -5.2471 5.8637 -4.8034  0.00